# 1
{"formula": "C4H5Br", "method": "wB97M-V/def2-TZVPD", "e_homo_ha": [-0.2638, -0.3668], "multiplicity": 3, "de_lowest_kj_mol": 329.0, "homo_lumo_gap_ha": [0.274, 0.281], "molar_mass_g_mol": 132.988, "total_energy_ha": -2729.135965, "species": ["C", "C", "C", "C", "Br", "H", "H", "H", "H", "H"], "xyz": [[-0.03, -0.31, -0.11], [0.34, -1.14, -1.08], [0.11, 0.11, 1.22], [-0.28, 1.01, 0.10], [0.64, 2.46, -0.75], [0.12, -0.90, -2.09], [0.67, -2.14, -0.96], [-0.57, -0.39, 1.93], [1.16, 0.27, 1.73], [-2.18, 1.03, 0.01]]}

=====

# 2
{"formula": "C4H5Br3O", "method": "wB97M-V/def2-TZVPD", "e_homo_ha": -0.3657, "de_lowest_kj_mol": 200.1, "homo_lumo_gap_ha": 0.368, "molar_mass_g_mol": 308.795, "total_energy_ha": -7952.589314, "species": ["C", "C", "C", "C", "O", "Br", "Br", "Br", "H", "H", "H", "H", "H"], "xyz": [[0.71, 0.10, -0.40], [-0.39, 0.28, 0.55], [2.18, -0.21, 0.09], [-2.15, -0.06, -0.10], [0.17, 1.37, -0.05], [-3.20, -0.35, 1.54], [-2.70, 1.54, -1.02], [-2.20, -1.60, -1.21], [0.55, -0.18, -1.50], [-0.21, -0.01, 1.60], [2.53, 0.80, 0.37], [2.55, -0.69, -0.79], [2.17, -0.98, 0.91]]}

=====

# 3
{"formula": "C4H5BrN2", "method": "wB97M-V/def2-TZVPD", "e_homo_ha": -0.3107, "de_lowest_kj_mol": 463.3, "homo_lumo_gap_ha": 0.311, "molar_mass_g_mol": 161.002, "total_energy_ha": -2838.756965, "species": ["C", "C", "C", "C", "N", "N", "Br", "H", "H", "H", "H", "H"], "xyz": [[0.52, 1.80, -0.05], [-0.80, 2.25, 0.07], [0.28, 0.45, 0.31], [0.40, -2.42, -0.09], [-1.65, 1.27, 0.35], [-0.97, 0.06, 0.35], [1.55, -1.14, 0.23], [1.48, 2.13, -0.43], [-1.17, 3.34, -0.03], [0.76, -3.38, -0.18], [-0.45, -2.38, 0.58], [0.06, -1.98, -1.11]]}